# C16H23ClN2O3S

The molecule C16H23ClN2O3S at a distorted geometry (ωB97M-V/def2-TZVPD, the OMol25 dataset).

## Properties
maximum force	1.1	eV/A
gap between HOMO and LUMO	9.088	eV
SMILES string	Cc1ccc(N(CC(=O)N2CCCCCC2)S(C)(=O)=O)cc1Cl
electronic energy	-1817.1164	a.u.
HOMO energy	-8.42	eV

```
46
Properties=species:S:1:pos:R:3:forces:R:3:lowdin_charge:R:1
C -1.363 5.177 -0.609 -0.006 -0.039 0.006 -0.0767
C -0.857 3.829 -1.013 -0.039 -0.014 0.080 -0.3033
C -0.092 3.641 -2.159 -0.019 -0.095 0.175 -0.0251
C 0.376 2.398 -2.535 -0.074 0.055 -0.014 -0.0252
C 0.099 1.271 -1.760 -0.316 0.974 0.060 -0.2449
N 0.559 0.021 -2.163 0.859 -0.628 -0.369 -0.1578
C 0.137 -1.161 -1.455 0.141 -0.162 0.006 -0.1056
C 0.797 -1.251 -0.076 -0.091 -0.095 -0.112 -0.4328
O 1.680 -0.463 0.230 0.017 0.088 0.080 0.0496
N 0.382 -2.212 0.767 0.045 -0.107 0.189 -0.0532
C -0.608 -3.223 0.480 -0.210 -0.318 -0.039 -0.1453
C -1.679 -3.328 1.578 -0.007 0.194 -0.182 -0.1684
C -2.039 -1.984 2.218 -0.050 -0.233 0.233 -0.1916
C -1.137 -1.629 3.402 0.072 0.255 -0.186 -0.2020
C 0.282 -1.222 3.012 -0.078 -0.269 0.066 -0.1656
C 0.976 -2.229 2.094 0.319 0.410 0.190 -0.1316
S 2.044 -0.106 -2.965 0.270 0.239 -0.165 0.6568
C 3.239 0.817 -1.978 -0.635 -0.404 -0.205 -0.0945
O 1.927 0.527 -4.246 -0.020 0.259 0.080 -0.2965
O 2.378 -1.499 -2.960 0.036 -0.155 0.408 -0.2873
C -0.674 1.438 -0.612 0.118 -0.154 -0.123 -0.0376
C -1.132 2.694 -0.260 0.155 -0.011 -0.322 -0.5994
Cl -2.081 2.832 1.182 -0.130 -0.007 0.214 0.7037
H -2.451 5.171 -0.547 -0.051 0.085 0.030 0.0757
H -0.980 5.447 0.375 -0.027 0.086 0.044 0.0770
H -1.056 5.933 -1.326 0.015 0.065 -0.040 0.0759
H 0.135 4.496 -2.778 0.017 0.092 -0.070 0.1154
H 0.940 2.282 -3.445 -0.021 0.101 -0.087 0.0940
H 0.468 -2.010 -2.058 -0.286 -0.062 0.193 0.1264
H -0.954 -1.156 -1.394 0.101 -0.028 -0.023 0.1344
H -0.106 -4.193 0.370 -0.087 0.067 -0.089 0.1307
H -1.088 -2.994 -0.469 0.038 -0.030 0.016 0.1097
H -1.349 -4.011 2.363 -0.014 -0.070 -0.009 0.1061
H -2.569 -3.770 1.125 0.028 -0.092 0.017 0.1100
H -3.066 -2.039 2.583 -0.015 0.047 -0.067 0.1094
H -2.001 -1.190 1.471 -0.088 0.110 -0.068 0.1055
H -1.095 -2.487 4.078 -0.049 -0.028 0.064 0.1110
H -1.589 -0.802 3.952 -0.011 -0.039 0.083 0.1088
H 0.879 -1.103 3.918 0.057 0.070 0.012 0.1142
H 0.266 -0.258 2.500 0.064 0.048 0.006 0.1109
H 2.028 -1.950 1.989 -0.118 -0.160 0.044 0.1249
H 0.913 -3.240 2.496 0.020 -0.055 -0.025 0.1296
H 3.046 1.873 -2.104 -0.029 0.173 -0.039 0.0608
H 4.219 0.550 -2.352 0.112 -0.081 -0.222 0.0716
H 3.109 0.507 -0.949 0.020 -0.007 0.065 0.0443
H -0.913 0.608 0.031 -0.034 -0.074 0.092 0.0878
```
Positions in Å, forces in eV/Å.